# 1
{"formula": "C3H8N2O", "method": "ωB97M-V with the def2-TZVPD basis set", "orbital_gap_ev": 10.71, "relative_energy_kcal_mol": 38.7, "e_lumo_ev": 1.0, "smiles": "C=NC.NC=O", "species": ["O", "N", "N", "C", "C", "C", "H", "H", "H", "H", "H", "H", "H", "H"], "coordinates": [[1.923497, 1.067948, -1.425780], [-1.511351, 0.311556, 1.039857], [0.698830, -0.672751, -2.221709], [1.859009, 0.004845, -1.993136], [-2.131440, 0.310863, 2.128891], [-0.057176, 0.158716, 1.124186], [0.651957, -1.320212, -2.989325], [-0.168160, -0.247811, -1.929003], [2.722412, -0.510779, -2.447923], [0.191154, -0.234993, 2.117521], [-1.667623, 0.286463, 3.120552], [0.235637, -0.613655, 0.412201], [-3.217556, 0.379924, 2.170226], [0.470804, 1.079889, 0.893437]], "forces_ev_per_angstrom": [[0.24, -0.15, 0.33], [0.31, 0.02, -0.29], [-0.06, -0.03, 0.06], [-0.43, 0.16, -0.72], [-0.55, 0.24, 0.46], [-0.50, -0.69, 0.37], [0.08, -0.14, 0.13], [0.02, 0.11, -0.03], [0.13, 0.08, 0.19], [0.37, 0.32, 0.02], [0.35, -0.20, -0.05], [0.10, 0.19, -0.09], [-0.01, 0.05, -0.34], [-0.06, 0.03, -0.05]]}

# 2
{"formula": "C4H4O2", "method": "ωB97M-V with the def2-TZVPD basis set", "orbital_gap_ev": [8.68, 8.68], "relative_energy_kcal_mol": 109.9, "e_lumo_ev": [0.1, 0.1], "species": ["O", "O", "C", "C", "C", "C", "H", "H", "H", "H"], "coordinates": [[0.513933, -1.442456, -0.136152], [-2.528824, -0.967698, -0.052678], [0.136111, -0.160814, 0.065901], [-1.145808, 0.107835, 0.277028], [1.227010, 0.848952, 0.045961], [-2.449921, 0.347794, -0.086645], [-0.283522, -1.999457, -0.216704], [0.836375, 1.849444, 0.221305], [1.966903, 0.600568, 0.810284], [1.727742, 0.815831, -0.928301]], "forces_ev_per_angstrom": [[0.15, 0.18, -0.11], [2.77, 1.42, 0.55], [-0.48, -1.23, -0.12], [0.50, -1.39, 0.02], [0.06, -0.01, 0.04], [-3.00, 0.85, -0.62], [0.19, 0.23, 0.11], [0.02, -0.06, 0.00], [-0.07, 0.04, -0.03], [-0.15, -0.03, 0.14]]}

# 3
{"formula": "C22H52N5O12V", "method": "ωB97M-V with the def2-TZVPD basis set", "multiplicity": 2, "orbital_gap_ev": [4.98, 5.00], "total_charge": -1, "e_lumo_ev": [2.5, 2.5], "species": ["V", "O", "O", "O", "O", "O", "O", "O", "O", "O", "O", "O", "O", "N", "N", "N", "N", "N", "C", "C", "C", "C", "C", "C", "C", "C", "C", "C", "C", "C", "C", "C", "C", "C", "C", "C", "C", "C", "C", "C", "H", "H", "H", "H", "H", "H", "H", "H", "H", "H", "H", "H", "H", "H", "H", "H", "H", "H", "H", "H", "H", "H", "H", "H", "H", "H", "H", "H", "H", "H", "H", "H", "H", "H", "H", "H", "H", "H", "H", "H", "H", "H", "H", "H", "H", "H", "H", "H", "H", "H", "H", "H"], "coordinates": [[-1.595377, 1.054561, -0.976109], [-1.339523, -0.018621, 0.087604], [-1.130438, 2.713559, 0.369879], [-0.359944, -1.766574, -1.820989], [4.214525, -2.013725, -0.100185], [-2.246752, 3.942167, -4.997974], [2.615157, 0.641345, -1.927411], [-4.021697, 2.654412, 1.554166], [-5.719024, 1.871132, 0.461584], [1.265050, 0.823536, -3.584011], [0.494757, 1.099611, -1.631008], [-2.976235, -1.674298, 1.942571], [-3.645102, 1.527845, -0.167383], [-4.499694, 1.995223, 0.599978], [-1.860536, 3.074140, -2.265395], [4.179609, -1.797563, 1.242813], [1.492236, 0.874477, -2.375927], [-2.733540, -0.089047, -2.515052], [2.877409, -1.557347, 1.933129], [-4.196348, -1.763399, 4.032409], [-0.813262, 3.482346, -3.171645], [-0.414663, -2.906501, -0.998008], [6.686458, -1.975713, 1.372193], [4.103743, -1.844881, 4.206765], [-3.213869, -0.979351, 3.155839], [5.312122, -2.420331, 1.973935], [-1.865650, -0.791434, 3.864050], [-1.197331, 4.534497, -4.234560], [-1.025086, -1.821875, -3.023219], [3.012135, -1.082694, 3.468576], [-2.774806, 4.803802, -5.990460], [2.121914, -0.366966, 1.214676], [-0.194599, 2.554424, 1.465992], [5.385975, -1.850931, 3.417889], [1.997267, -2.822055, 1.820958], [5.149366, -3.986794, 2.080830], [-3.272299, -1.873771, -4.174801], [-1.129358, 4.067850, -0.113082], [-2.516381, -1.538465, -2.872619], [-2.174024, 4.132419, -1.254162], [-1.723423, -1.637283, 4.539475], [-1.464020, -3.140592, -0.810005], [1.581913, 0.208193, 1.963929], [-0.040601, -2.386485, -0.113634], [-3.745073, 0.032681, -2.519310], [1.480637, -0.783128, 0.440299], [1.886606, -3.097157, 0.772298], [-2.597472, 0.362111, -3.419563], [-3.316679, 4.270537, -6.771151], [-1.551042, 4.742678, 0.634446], [1.017616, -2.630136, 2.261106], [-2.110136, 5.542773, -6.439152], [3.905318, -2.899839, 4.408265], [6.161971, -2.354483, 4.000598], [-3.567091, 5.285990, -5.407927], [-4.296102, -2.134848, -3.905334], [-2.770898, -2.599519, 2.103938], [4.192063, -1.314440, 5.157418], [-2.866870, -2.216061, -2.094117], [5.469094, -4.318419, 3.070823], [4.370178, -4.514060, 1.537193], [-1.584886, 5.454385, -3.788124], [-0.625014, -1.125395, -3.765369], [-2.879594, -2.815068, -4.566854], [-0.829428, -2.820865, -3.433172], [-3.784899, -2.694886, 4.427718], [6.663174, -2.372868, 0.356700], [-0.554978, 1.644447, 1.940259], [0.314373, -3.641292, -1.345341], [-3.135904, -1.128114, -4.957080], [3.196323, -0.009227, 3.460190], [5.808970, -0.842223, 3.447078], [-0.974817, -0.557666, 3.283685], [-0.117438, 4.336178, -0.422783], [-3.086858, 3.768372, -0.783319], [2.879558, 0.237440, 0.717415], [7.566914, -2.416457, 1.838598], [-4.288781, -1.154439, 4.935486], [-0.410486, 4.660500, -4.980497], [-2.639096, 3.091416, -2.919345], [6.694333, -0.889045, 1.425032], [-3.643181, -0.039725, 2.807612], [2.096954, -1.333618, 4.005250], [0.782291, 2.511063, 0.982395], [0.153006, 3.720053, -2.720707], [-1.980456, 0.097950, 4.492077], [-2.239089, 5.099865, -1.751650], [6.026265, -4.466071, 1.624952], [-5.133027, -1.950164, 3.511238], [2.353796, -3.735039, 2.302546], [-0.423012, 2.649864, -3.764225], [-0.213185, 3.397104, 2.158802]], "forces_ev_per_angstrom": [[-0.69, 1.70, -1.87], [0.69, -2.50, 2.83], [0.43, 1.86, 0.54], [0.80, 0.93, -0.63], [-0.59, 0.62, 3.86], [0.29, -0.67, -0.71], [-0.35, 0.52, 0.46], [-0.77, 0.19, 0.43], [0.28, -0.46, -0.59], [0.14, 0.20, -1.33], [0.63, 0.74, 1.09], [-0.41, -0.37, -0.78], [-0.78, -1.21, -2.30], [1.03, 1.52, 1.89], [-0.33, 1.04, -0.37], [1.03, -0.70, -2.36], [-0.69, -0.98, -0.32], [-0.30, -0.69, -1.21], [-1.31, 0.90, 0.46], [0.61, 0.94, 0.49], [2.11, 0.03, -1.63], [0.31, 2.31, 0.44], [-1.54, -0.91, -0.91], [0.12, 0.26, -0.11], [0.93, -1.23, -0.89], [0.49, -0.09, 1.52], [-0.82, 1.02, 1.14], [-0.61, -1.03, 0.13], [-0.30, -0.52, -0.57], [0.64, -1.92, -1.62], [-1.53, 0.14, 1.32], [1.12, -1.40, -0.02], [-0.66, -0.11, -1.19], [0.43, 0.78, 0.58], [0.09, -0.21, 0.07], [2.46, 0.03, -0.68], [0.45, -1.06, 0.80], [-1.11, -0.61, -0.72], [0.24, 0.07, -0.63], [0.96, -1.70, 0.24], [0.42, -0.08, -0.09], [0.17, -0.91, -0.04], [-0.24, -0.06, -0.23], [-0.09, -0.96, 0.59], [-0.27, -0.04, 1.11], [-0.23, 0.46, 0.02], [-0.10, 0.25, -0.04], [0.81, 0.27, -0.08], [0.46, -0.45, 0.00], [0.50, 0.02, 0.40], [-0.09, 0.20, -0.21], [0.38, -0.19, 0.20], [-0.78, 0.08, 0.07], [-0.03, -0.63, -0.28], [-0.12, 0.94, -0.61], [-0.30, 0.65, -0.45], [0.06, 0.02, 0.27], [0.48, -0.34, 0.22], [-0.31, 0.47, 0.29], [-1.42, -0.04, 0.50], [-0.62, 0.45, 0.69], [0.33, 0.35, -0.15], [0.43, 0.31, 0.37], [0.15, 0.00, -0.11], [-0.55, -0.19, -0.39], [0.21, -0.21, -0.47], [0.26, 0.58, -0.26], [0.58, -0.10, 0.07], [-0.52, -0.58, 0.01], [-0.36, 0.15, 0.10], [0.08, -0.02, 0.21], [-0.29, 0.31, -0.65], [-0.34, -0.46, -0.62], [0.05, 0.22, 0.01], [-0.29, 0.61, -0.10], [-0.20, 0.23, 0.00], [-0.29, 0.01, 0.51], [-0.75, 0.02, 0.04], [0.56, 0.58, 0.63], [-0.58, -0.56, 0.39], [0.32, -0.04, -0.36], [0.02, 0.12, 0.31], [-0.41, 0.46, -0.46], [0.26, -0.48, 0.45], [-0.37, 0.55, 0.69], [0.06, -0.06, 0.38], [-0.14, 0.23, 0.46], [0.20, 0.46, -0.80], [-0.07, 0.16, 0.20], [0.43, 0.24, 0.32], [-0.63, -0.52, 0.08], [-0.33, 0.10, -0.05]]}

# 4
{"formula": "C34H35Cl5N2O4SSiY", "method": "ωB97M-V with the def2-TZVPD basis set", "orbital_gap_ev": 6.56, "relative_energy_kcal_mol": 11.4, "total_charge": -1, "e_lumo_ev": 2.1, "species": ["Y", "Cl", "Cl", "Cl", "Cl", "Cl", "S", "Si", "O", "O", "O", "O", "N", "N", "C", "C", "C", "C", "C", "C", "C", "C", "C", "C", "C", "C", "C", "C", "C", "C", "C", "C", "C", "C", "C", "C", "C", "C", "C", "C", "C", "C", "C", "C", "C", "C", "C", "C", "H", "H", "H", "H", "H", "H", "H", "H", "H", "H", "H", "H", "H", "H", "H", "H", "H", "H", "H", "H", "H", "H", "H", "H", "H", "H", "H", "H", "H", "H", "H", "H", "H", "H", "H"], "coordinates": [[0.691461, 0.361752, 0.603402], [2.545238, -1.373206, 6.224418], [1.383082, 0.785616, 4.304451], [0.847393, -2.876491, 0.436246], [2.782293, -4.335699, 5.274363], [1.868408, -5.113636, 2.381804], [-2.360554, -1.371522, 0.137497], [2.658783, -0.252134, -1.201185], [-0.668822, 0.295944, -1.154971], [-1.531655, -0.852808, 1.288931], [2.021618, 2.063665, 1.460053], [1.011829, 6.123542, 1.222491], [-0.156337, 2.672312, 0.094370], [0.540557, 3.684289, 0.744696], [0.388756, -2.359743, -4.793911], [4.094122, -1.444418, -0.744302], [-2.850226, 2.938117, -2.358881], [1.602939, -0.842000, 3.726705], [1.054776, -3.126987, -3.848177], [1.153641, -0.370488, -3.676543], [3.582877, 1.229413, -1.991521], [2.136389, 5.710782, 1.827487], [4.160005, 6.299465, 3.003532], [-2.553749, -3.884596, -0.844867], [1.349025, -2.461412, 2.063788], [-1.842691, 2.310209, -1.615276], [-4.972335, -1.504954, 2.666479], [-1.556516, 0.937380, -1.840646], [-4.338121, -0.359815, 1.879547], [1.827593, -1.117218, -2.703764], [1.249390, -1.122623, 2.409364], [2.084498, -1.800915, 4.615878], [1.628593, 3.272629, 1.363317], [-2.694237, -3.145753, 0.481395], [2.188814, -3.126198, 4.197192], [3.648859, 3.997366, 2.598384], [2.995259, 6.673542, 2.360731], [-2.304488, 0.268193, -2.839305], [2.470879, 4.351089, 1.942834], [1.797945, -3.468805, 2.907258], [0.450392, -0.974159, -4.708180], [4.494110, 4.954165, 3.129502], [-2.773146, -5.387408, -0.713481], [-1.057224, 3.113784, -0.704437], [-3.297529, 0.911295, -3.544205], [-4.040152, -0.681724, 0.419599], [1.768166, -2.508892, -2.826995], [-3.587972, 2.258232, -3.303533], [4.183867, 1.739058, -1.233915], [-4.269475, -2.327316, 2.800758], [-0.167799, -2.835783, -5.592936], [-4.742945, -1.391486, -0.022220], [4.245494, 0.909635, -2.801029], [-3.784498, -5.612389, -0.367868], [-3.038975, 3.992048, -2.180713], [-5.270747, -1.167291, 3.659452], [4.814058, 7.061737, 3.410033], [-4.044439, 0.223549, -0.190929], [-2.046697, -0.765368, -3.034122], [-4.991819, 0.513795, 1.911259], [2.884255, 1.967723, -2.394909], [-0.066672, -0.363794, -5.440111], [-5.860586, -1.889942, 2.159778], [1.028368, -4.209556, -3.912395], [-1.930172, -3.448968, 1.197435], [3.880750, 2.943660, 2.677198], [-3.850767, 0.370008, -4.303293], [-1.559739, -3.689326, -1.255789], [4.740977, -1.632813, -1.606837], [2.296194, -3.129094, -2.110416], [5.406648, 4.660324, 3.631583], [4.705855, -1.006468, 0.049043], [-4.365470, 2.760703, -3.863974], [-3.680173, -3.285945, 0.921343], [1.167547, 0.713402, -3.617762], [-2.067962, -5.822312, -0.002866], [3.727661, -2.406302, -0.377049], [-3.400599, -0.068775, 2.358338], [-2.627674, -5.876233, -1.677222], [2.719200, 7.714977, 2.254581], [-3.270884, -3.472534, -1.562879], [-1.215098, 4.193415, -0.743356], [0.560382, 5.288479, 0.910255]], "forces_ev_per_angstrom": [[-1.41, 1.22, 0.06], [0.01, -0.02, 0.03], [0.01, 0.11, 0.08], [0.03, -0.14, -0.21], [0.00, -0.02, 0.01], [0.01, -0.02, 0.00], [-0.64, -0.50, 0.26], [1.15, -0.48, -0.96], [0.34, 0.16, 0.00], [0.40, 0.28, -0.04], [-0.50, -0.41, -0.32], [0.22, 0.34, 0.17], [0.32, 0.00, 0.27], [-0.06, -0.03, 0.01], [0.00, -0.03, 0.00], [-0.12, 0.08, -0.02], [0.02, 0.04, 0.02], [-0.08, -0.19, -0.23], [0.01, 0.02, -0.02], [0.01, -0.02, 0.01], [-0.14, -0.02, 0.04], [-0.08, 0.08, 0.00], [-0.05, -0.04, -0.03], [-0.04, -0.10, 0.02], [-0.02, 0.32, 0.14], [-0.01, -0.07, -0.04], [0.09, 0.05, -0.05], [-0.07, -0.08, 0.07], [-0.02, -0.11, 0.05], [0.08, 0.04, 0.06], [0.36, -0.65, 0.94], [-0.03, 0.06, 0.01], [-0.01, 0.07, -0.11], [0.09, 0.21, -0.14], [0.00, 0.03, 0.01], [0.01, 0.02, 0.02], [0.01, 0.07, 0.02], [0.01, -0.03, -0.03], [0.08, -0.13, 0.12], [-0.01, -0.10, -0.05], [-0.02, 0.00, -0.01], [0.03, 0.00, 0.01], [0.01, 0.08, 0.02], [-0.04, -0.12, -0.03], [0.06, 0.03, 0.05], [0.27, 0.08, -0.03], [0.02, 0.00, -0.01], [-0.08, 0.01, -0.05], [-0.01, 0.00, 0.01], [-0.02, -0.02, 0.02], [0.00, 0.00, 0.00], [-0.02, 0.02, -0.04], [-0.01, -0.02, 0.00], [0.01, -0.01, 0.01], [0.00, 0.00, 0.00], [0.00, -0.01, 0.00], [0.00, 0.01, 0.00], [0.01, 0.00, -0.01], [-0.01, -0.01, -0.01], [-0.03, -0.01, -0.04], [0.03, 0.02, 0.00], [0.01, 0.01, 0.00], [-0.01, -0.02, 0.01], [0.00, 0.00, 0.01], [0.03, 0.03, 0.01], [-0.01, -0.02, -0.01], [0.00, -0.01, 0.00], [-0.02, 0.03, -0.01], [0.00, -0.01, 0.00], [-0.02, -0.01, 0.00], [-0.01, -0.01, 0.00], [0.00, 0.00, 0.00], [0.01, 0.01, 0.01], [0.00, 0.01, 0.03], [-0.02, 0.00, 0.00], [0.00, -0.01, 0.00], [0.02, 0.00, 0.02], [-0.02, 0.07, -0.02], [-0.01, -0.04, 0.02], [0.00, 0.00, 0.00], [0.03, 0.01, -0.02], [0.01, 0.00, 0.02], [-0.13, -0.11, -0.15]]}